1.
Entry from the OMol25 dataset: 2 unconnected molecules or ions with the total composition CH3N3O3 in a non-equilibrium geometry (ωB97M-V/def2-TZVPD).

Last column: Löwdin charge in e.
Atoms and positions in Å:
C (-1.12135, 0.60444, -0.38601)  -0.463
N (-0.64195, -0.41041, -0.79279)  0.200
N (0.51130, 1.11892, 1.16615)  0.183
N (1.07502, 0.09413, 1.47128)  -0.439
O (-1.77118, 1.57867, -0.21954)  0.121
O (1.69119, -0.49083, 0.30393)  0.034
O (1.13151, -0.59478, 2.47840)  0.153
H (1.95419, 0.23713, -0.17151)  0.056
H (-0.09226, -0.99980, -0.19475)  0.064
H (-0.03346, 1.46485, 1.89557)  0.092

Computed properties:
Expectation value of S²: 2.008
Molar mass, Da: 105.05
ΔE to the lowest compared entry with this formula, charge and spin, kcal per mole: 47.4
2S+1: 3
Frontier orbital gap (alpha / beta), eV: 8.29 / 7.04
Max |F|, eV/Å: 10.2
LUMO energy (alpha / beta), eV: 0.6 / -3.7
Net charge: 0

---

2.
Entry from the OMol25 dataset: 9 unconnected molecules or ions with the total composition H17O9 in a non-equilibrium geometry (ωB97M-V/def2-TZVPD).

Last column: Löwdin charge in e.
Atoms and positions in Å:
O (-0.07744, 6.07136, -35.11501)  -0.374
H (0.28007, 5.41919, -34.50173)  0.002
O (-0.95659, 6.88301, -32.93973)  -0.080
H (-0.20017, 7.29755, -32.53741)  0.045
H (-0.65171, 6.73755, -33.86205)  -0.057
O (2.08004, 6.88677, -34.02066)  -0.089
H (2.21009, 6.35165, -33.20454)  0.043
H (1.24225, 6.58677, -34.43770)  -0.050
O (-0.30822, 8.83043, -34.98814)  -0.062
H (-0.16123, 7.89475, -35.15972)  -0.025
H (-1.11465, 8.88351, -34.46850)  0.028
O (-1.36609, 4.21728, -33.02212)  -0.096
H (-1.86873, 4.23680, -32.16586)  0.057
H (-1.02264, 5.12976, -33.01419)  -0.030
O (0.14237, 6.17362, -37.70118)  -0.087
H (0.72234, 5.48234, -38.07657)  0.038
H (0.08363, 6.05614, -36.74074)  -0.044
O (3.07356, 4.34197, -36.14199)  -0.098
H (2.14476, 4.14108, -36.01473)  -0.068
H (3.57207, 4.32849, -35.29808)  0.033
O (0.62433, 3.68638, -35.79335)  -0.070
H (0.59476, 3.44668, -34.87106)  0.041
H (0.24212, 4.60228, -35.61455)  0.006
O (-2.64846, 6.83073, -35.55919)  -0.060
H (-2.32213, 7.48449, -36.13476)  -0.005
H (-1.84744, 6.33098, -35.28792)  0.002

Computed properties:
Molar mass, Da: 161.13
ΔE to the lowest compared entry with this formula, charge and spin, kcal per mole: 34.4
Frontier orbital gap, eV: 10.21
Max |F|, eV/Å: 2.5
LUMO energy, eV: 3.1
Net charge: -1

---

3.
Entry from the OMol25 dataset: 5 unconnected molecules or ions with the total composition C31H26BrFINO17P2S in a non-equilibrium geometry (ωB97M-V/def2-TZVPD).

Last column: Löwdin charge in e.
Atoms and positions in Å:
O (-4.23237, -2.56957, -1.67013)  0.052
N (-3.31048, -2.89478, -0.97271)  -0.015
O (-2.69095, -1.70219, -0.65452)  -0.173
C (-1.25471, -1.91031, -0.67747)  -0.150
C (-0.40792, -0.54674, -0.46077)  -0.206
C (-1.04419, 0.46492, 0.61311)  -0.369
P (-1.27237, 2.15284, -0.28845)  0.936
O (0.28152, 2.50425, -0.96977)  -0.292
O (-2.25438, 1.83344, -1.67998)  -0.315
C (-0.15947, 0.76568, 1.91610)  -0.628
C (0.04858, -0.48565, 2.91112)  -0.139
C (-1.21872, -0.87112, 3.80586)  -0.755
O (-1.26080, -0.60893, 5.03106)  -0.047
I (-2.96025, -1.93387, 2.99994)  0.828
P (-1.02985, 2.21900, 2.86792)  0.648
O (-0.45275, 2.24149, 4.50797)  -0.362
Br (-3.25984, 1.88113, 3.00322)  0.288
O (1.18075, 1.30434, 1.61741)  -0.264
S (2.12314, 0.17015, 0.82765)  0.805
O (3.02865, 0.94381, -0.10930)  -0.305
O (3.00733, -0.56003, 1.80627)  -0.306
C (1.10710, -0.98561, -0.21186)  -0.242
F (1.79374, -1.09007, -1.48146)  -0.025
H (-0.89303, -2.76894, 0.00353)  0.135
H (-0.99756, -2.25831, -1.75186)  0.148
H (-0.43025, -0.01808, -1.48904)  0.144
H (-2.08849, 0.16380, 0.95746)  0.053
H (0.57168, 3.39751, -0.67211)  0.070
H (-3.04916, 2.40370, -1.59412)  0.037
H (0.91080, -0.22282, 3.62722)  0.142
H (0.37550, -1.45820, 2.38116)  0.122
H (0.47112, 1.87523, 4.46575)  0.042
H (1.12919, -2.00959, 0.30537)  0.150
O (8.79445, -0.90704, -1.43491)  0.104
C (8.24149, -0.29182, -0.54262)  -0.386
C (8.98895, 0.65498, 0.31511)  0.024
C (8.38254, 1.32744, 1.29448)  0.025
C (6.93929, 1.15521, 1.56146)  -0.349
O (6.37708, 1.76710, 2.45311)  0.078
C (6.19429, 0.21215, 0.70712)  0.035
C (6.79764, -0.46139, -0.27254)  0.035
H (10.04511, 0.76850, 0.10408)  0.122
H (8.91284, 2.02351, 1.93256)  0.122
H (5.14077, 0.10652, 0.92571)  0.082
H (6.26502, -1.15666, -0.90919)  0.126
O (-3.63406, 3.37446, -3.63149)  0.091
C (-4.03785, 2.59717, -4.47827)  -0.372
C (-3.51317, 1.21793, -4.56736)  0.025
C (-3.95479, 0.36890, -5.49636)  0.027
C (-4.98800, 0.76973, -6.47484)  -0.387
O (-5.39172, -0.00577, -7.32054)  0.107
C (-5.51249, 2.14930, -6.38546)  0.023
C (-5.07105, 2.99826, -5.45671)  0.023
H (-2.75772, 0.94058, -3.84280)  0.102
H (-3.58145, -0.64433, -5.57676)  0.123
H (-6.26807, 2.42713, -7.10984)  0.123
H (-5.44442, 4.01155, -5.37632)  0.122
O (2.95096, 2.90759, 4.50462)  0.089
C (3.51570, 3.94223, 4.19340)  -0.370
C (3.04411, 5.25248, 4.69052)  0.021
C (3.66021, 6.38426, 4.34767)  0.021
C (4.84150, 6.37735, 3.45742)  -0.390
O (5.40369, 7.41141, 3.14702)  0.100
C (5.31260, 5.06758, 2.96062)  0.029
C (4.69717, 3.93488, 3.30325)  0.028
H (2.17847, 5.24001, 5.34161)  0.122
H (3.32834, 7.35241, 4.70154)  0.121
H (6.17793, 5.08032, 2.30942)  0.122
H (5.02976, 2.96499, 2.94850)  0.080
O (-7.67810, -8.87683, -2.00702)  0.107
C (-6.78633, -8.12094, -1.67119)  -0.388
C (-5.59402, -8.61333, -0.94862)  0.022
C (-4.61776, -7.78355, -0.57886)  0.022
C (-4.68511, -6.33690, -0.87687)  -0.379
O (-3.79295, -5.57998, -0.54102)  0.081
C (-5.87706, -5.84440, -1.59928)  0.024
C (-6.85345, -6.67425, -1.96911)  0.024
H (-5.56012, -9.67528, -0.73896)  0.123
H (-3.73815, -8.12663, -0.04859)  0.121
H (-5.91064, -4.78217, -1.80890)  0.110
H (-7.73298, -6.33113, -2.49937)  0.123

Computed properties:
Molar mass, Da: 1004.36
Frontier orbital gap, eV: 7.03
Max |F|, eV/Å: 7.8
SMILES: O=NOC[C@H]1[C@H](P(O)O)[C@](CC(=O)I)(P(O)Br)OS(=O)(=O)[C@@H]1F.O=C1C=CC(=O)C=C1.O=C1C=CC(=O)C=C1.O=C1C=CC(=O)C=C1.O=C1C=CC(=O)C=C1
LUMO energy, eV: -1.7
Net charge: 0